(1)
Computed, not measured: a 7-piece molecular cluster, C24H44B3F12N8 overall at a distorted geometry, with ωB97M-V with the def2-TZVPD basis set.

The geometry in XYZ format:
```
91
Properties=species:S:1:pos:R:3:mulliken_charge:R:1
C 2.655 0.719 1.351 -0.41
C 1.766 1.952 1.161 -0.99
N 0.360 1.603 1.286 0.24
C -0.203 1.091 2.443 -0.96
C -1.434 0.696 2.067 -0.46
N -1.680 1.092 0.811 0.54
C -0.537 1.619 0.292 -0.21
C -2.935 0.962 0.090 -0.94
H 2.377 -0.089 0.666 0.08
H 2.546 0.077 2.238 0.53
H 3.712 0.946 1.249 0.06
H 2.004 2.318 0.165 0.34
H 2.069 2.752 1.836 0.38
H 0.408 1.080 3.327 0.55
H -2.191 0.315 2.737 0.71
H -0.475 2.121 -0.659 0.35
H -3.643 0.220 0.457 0.27
H -2.770 0.659 -0.938 0.27
H -3.482 1.902 0.015 0.51
C 6.464 1.028 0.725 -0.75
C 6.730 -0.252 1.557 -0.41
N 6.851 -1.485 0.766 0.25
C 5.899 -2.083 -0.019 -0.15
C 6.369 -3.319 -0.314 -0.75
N 7.633 -3.431 0.172 0.13
C 7.881 -2.326 0.913 -0.01
C 8.490 -4.615 0.022 -0.76
H 7.328 1.252 0.107 0.39
H 6.304 1.842 1.432 0.36
H 5.502 0.852 0.246 -0.01
H 5.838 -0.377 2.171 0.29
H 7.636 -0.155 2.150 0.34
H 4.909 -1.647 -0.020 0.36
H 5.835 -4.183 -0.675 0.42
H 8.844 -2.275 1.395 0.37
H 9.384 -4.523 0.621 0.26
H 8.631 -4.703 -1.056 0.37
H 7.797 -5.443 0.183 0.33
C -7.470 3.305 0.373 -1.44
C -6.805 2.628 -0.783 0.35
N -6.488 3.467 -1.922 0.19
C -5.425 3.299 -2.765 -0.55
C -5.479 4.144 -3.801 -0.56
N -6.562 4.969 -3.496 0.14
C -7.126 4.570 -2.353 -0.16
C -6.978 6.115 -4.291 -0.90
H -7.294 2.916 1.375 0.37
H -8.560 3.338 0.292 0.38
H -7.153 4.341 0.531 0.42
H -7.308 1.740 -1.170 0.30
H -5.859 2.207 -0.432 -0.11
H -4.671 2.540 -2.618 0.63
H -4.924 4.306 -4.707 0.48
H -8.004 5.023 -1.927 0.44
H -7.367 6.955 -3.721 0.37
H -7.677 5.796 -5.060 0.32
H -6.073 6.515 -4.749 0.34
C 1.966 -4.885 -0.449 -1.38
C 1.579 -3.424 -0.335 0.28
N 0.474 -3.203 0.605 0.33
C -0.855 -3.100 0.266 -0.10
C -1.496 -2.952 1.492 -0.80
N -0.547 -2.697 2.443 0.20
C 0.678 -2.840 1.865 -0.19
C -0.727 -2.235 3.806 -0.80
H 1.177 -5.581 -0.728 0.36
H 2.308 -5.264 0.528 0.36
H 2.892 -5.126 -0.972 0.41
H 1.301 -3.078 -1.333 0.29
H 2.460 -2.820 -0.125 -0.39
H -1.069 -3.173 -0.788 0.53
H -2.575 -2.947 1.525 0.53
H 1.660 -2.802 2.300 0.46
H 0.167 -2.420 4.402 0.38
H -1.429 -2.793 4.432 0.34
H -1.125 -1.227 3.869 0.19
B -4.802 -0.429 2.894 0.30
F -5.538 -0.339 1.694 -0.36
F -4.254 0.837 3.247 -0.43
F -5.546 -0.957 3.919 -0.34
F -3.723 -1.331 2.598 -0.18
B 3.098 0.147 -2.133 0.12
F 3.120 -0.335 -3.469 -0.33
F 4.230 0.945 -1.947 -0.41
F 1.909 0.858 -2.033 -0.22
F 3.030 -0.925 -1.242 -0.17
B -0.824 -0.076 -3.262 0.45
F -0.740 -0.524 -1.879 -0.19
F 0.195 -0.668 -4.023 -0.37
F -2.091 -0.303 -3.784 -0.38
F -0.552 1.301 -3.125 -0.42
```

Net charge = +1
LUMO level = -2.39 eV
HOMO level = -11.44 eV
Energy above the lowest of the compared OMol25 structures with the same formula, charge and spin = 44.28 kcal per mole

=====

(2)
Computed, not measured: C49H56BrN6O2P2TeTi as an isolated structure at a distorted geometry, with ωB97M-V with the def2-TZVPD basis set.

The geometry in XYZ format:
```
118
Properties=species:S:1:pos:R:3:mulliken_charge:R:1
Ti 0.044 -0.169 -2.095 0.21
C -1.311 3.553 3.594 -0.31
C -1.839 2.277 4.242 0.69
C -1.749 1.951 5.594 -0.95
C -2.328 0.770 6.048 -0.62
C -2.971 -0.093 5.191 -0.94
C -3.007 0.169 3.839 -0.20
C -2.368 1.284 3.314 0.51
P -2.327 1.495 1.494 0.61
C -3.398 0.150 0.863 0.74
C -4.411 0.609 0.011 -1.17
C -5.043 -0.204 -0.921 -0.82
C -4.808 -1.581 -0.894 -0.56
C -3.892 -2.095 -0.001 -1.02
C -3.048 -1.190 0.808 1.14
C -1.886 -1.852 1.509 -0.29
C -0.582 1.006 1.187 0.40
C 0.337 0.788 2.196 0.61
C 1.708 0.959 1.963 -1.52
C 2.151 1.251 0.684 -0.33
C 1.265 1.463 -0.353 -0.28
C -0.120 1.346 -0.111 -0.27
C -0.970 1.477 -1.249 -1.07
H -0.761 3.432 2.704 -0.60
H -0.735 4.143 4.376 0.32
H -2.092 4.178 3.145 0.38
H -1.376 2.617 6.312 0.53
H -2.236 0.574 7.118 0.36
H -3.457 -0.964 5.644 0.40
H -3.632 -0.509 3.255 0.38
H -4.663 1.671 -0.159 0.33
H -5.777 0.206 -1.649 0.37
H -5.432 -2.278 -1.520 0.31
H -3.796 -3.153 0.162 0.40
H -1.461 -1.180 2.215 -0.29
H -1.197 -2.244 0.815 -0.25
H -2.221 -2.765 2.108 0.45
H 0.046 0.518 3.178 0.48
H 2.409 0.894 2.793 0.29
H 3.236 1.241 0.462 0.33
H 1.691 1.858 -1.257 0.43
H -0.706 2.292 -1.905 0.47
H -2.075 1.609 -1.076 0.31
Br 1.724 0.487 -3.785 -0.64
Te -0.641 5.031 -0.215 0.13
C 1.472 4.720 0.425 0.23
C 1.898 4.505 1.732 -0.05
C 3.208 4.206 1.942 -0.18
C 4.175 4.379 0.931 -0.86
C 3.759 4.676 -0.357 -0.49
C 2.390 4.838 -0.597 -0.43
C -0.396 7.072 -0.650 0.28
C -0.252 7.491 -1.954 -0.39
C -0.063 8.873 -2.174 -0.48
C 0.015 9.812 -1.165 -0.53
C -0.155 9.377 0.144 -0.43
C -0.324 8.027 0.413 -0.41
H 1.142 4.309 2.519 -0.07
H 3.433 3.942 2.960 0.48
H 5.222 4.302 1.085 0.43
H 4.455 4.744 -1.174 0.43
H 2.112 4.895 -1.635 0.48
H -0.408 6.879 -2.867 0.34
H 0.038 9.272 -3.168 0.35
H 0.192 10.851 -1.295 0.41
H -0.136 10.120 0.991 0.29
H -0.446 7.745 1.413 0.46
N -2.166 0.451 -4.693 -0.33
C -2.099 -0.799 -4.187 0.74
O -1.349 -1.010 -3.164 -0.13
C -2.916 -1.773 -4.659 -0.13
C -3.127 -2.889 -3.714 0.07
N -3.233 -3.763 -2.982 -0.58
C -3.705 -1.668 -5.843 -0.45
N -4.372 -1.499 -6.759 -0.51
H -1.412 1.071 -4.686 0.15
H -2.799 0.519 -5.490 0.20
O 0.751 -1.576 -0.821 1.74
P 1.190 -3.062 -0.711 -1.92
N 2.745 -3.151 -1.246 0.89
C 3.322 -2.201 -2.263 0.34
C 4.744 -2.440 -2.025 -0.86
C 4.845 -4.024 -1.762 -0.86
C 3.551 -4.286 -0.939 -0.60
N 1.070 -3.416 0.885 0.81
C 1.527 -2.403 1.891 0.24
C 2.382 -3.332 2.848 -0.91
C 1.628 -4.545 2.954 -0.59
C 1.191 -4.801 1.480 -0.48
N 0.308 -4.218 -1.468 0.33
C 0.583 -4.894 -2.763 -0.57
C -0.574 -5.905 -2.869 -0.74
C -1.192 -5.954 -1.470 -0.82
C -1.018 -4.572 -0.908 0.63
H 2.919 -1.233 -2.078 -0.42
H 3.007 -2.474 -3.304 0.17
H 5.028 -1.992 -1.025 0.22
H 5.420 -2.102 -2.776 0.48
H 5.792 -4.245 -1.225 0.38
H 4.767 -4.565 -2.676 0.33
H 3.838 -4.264 0.121 0.03
H 3.085 -5.192 -1.139 0.56
H 0.584 -2.038 2.359 0.00
H 2.192 -1.608 1.439 -0.15
H 2.491 -2.751 3.735 0.48
H 3.399 -3.348 2.408 0.29
H 0.655 -4.549 3.590 0.23
H 2.196 -5.463 3.185 0.41
H 0.291 -5.473 1.235 0.15
H 2.053 -5.301 1.031 0.31
H 1.518 -5.352 -2.731 0.43
H 0.572 -4.232 -3.618 0.28
H -0.304 -6.863 -3.338 0.41
H -1.306 -5.475 -3.504 0.26
H -0.588 -6.632 -0.884 0.31
H -2.248 -6.378 -1.503 0.33
H -1.002 -4.560 0.128 0.51
H -1.855 -3.828 -1.215 -1.00
```

2S+1 = 2
LUMO level (alpha / beta) = 0.26 / 0.26 eV
HOMO level (alpha / beta) = -7.71 / -7.80 eV